50
Properties=species:S:1:pos:R:3:forces:R:3:nbo_charge:R:1 method="wB97M-V/def2-TZVPD" fmax_ev_per_a=10.3 charge=+3 e_tot_ev=-95025.57282
C -0.09482 -0.16552 -1.84965 1.805 0.997 -1.272 -0.7989
I 2.19612 -0.02566 -0.77751 -2.137 -0.040 -0.062 0.5412
H 0.67727 -0.39041 -2.60535 -0.948 0.087 -0.566 0.2999
H -0.46634 0.84387 -2.03858 0.520 0.050 0.257 0.2608
H -0.87918 -0.92638 -1.98956 0.579 -0.387 0.906 0.3037
Ti -0.38917 -0.15961 0.56772 3.338 -2.417 2.484 0.8368
P -0.09575 2.39911 0.45527 -0.227 1.565 -0.533 0.9669
C -1.50168 3.29772 1.15458 -0.235 -0.307 0.224 -0.9533
C 1.34968 3.05248 1.32892 0.278 -0.669 0.390 -0.9301
H 1.47125 4.11227 1.06660 -0.133 -0.264 0.033 0.2941
H 0.34778 4.20867 -1.09112 -0.124 -0.363 -0.034 0.3008
H 2.24057 2.48972 1.02815 -0.042 0.315 0.193 0.2464
H 0.84546 2.62810 -1.78806 -0.117 0.355 0.025 0.2417
H -1.89466 2.72815 2.00427 -0.080 0.430 -0.187 0.2720
H 1.18753 2.94613 2.40757 0.159 0.066 -0.092 0.2914
C 0.07113 3.14941 -1.21006 -0.088 -0.534 -0.037 -0.9425
H -1.15137 4.27929 1.50052 -0.164 -0.182 -0.150 0.2975
H -0.89199 3.08042 -1.73420 0.255 0.131 0.007 0.2594
H -2.27536 3.40831 0.38632 0.084 0.127 0.229 0.2666
P 0.13191 -2.70795 -0.26031 0.290 -1.829 0.936 0.9863
C -1.24154 -3.87433 0.02838 -0.410 0.377 0.059 -0.9491
C 0.69395 -3.26253 -1.89886 -0.067 0.956 -0.402 -0.9486
H 2.31948 -2.73689 0.76391 -0.024 -0.352 0.130 0.2452
H 1.70558 -4.39831 0.45557 -0.081 0.326 0.144 0.2856
H 1.10146 -3.44897 1.86486 0.166 -0.034 -0.347 0.2640
C 1.44349 -3.39382 0.82245 0.072 0.358 0.018 -0.9366
H 1.61405 -2.73888 -2.16469 0.024 -0.212 -0.174 0.2494
H 0.87446 -4.34454 -1.89291 -0.067 0.275 0.216 0.3019
H -1.05883 -4.80126 -0.53099 0.012 0.247 0.193 0.2895
H -2.17768 -3.42374 -0.31859 -0.007 -0.280 0.062 0.2580
H -0.07536 -3.03624 -2.64199 0.125 -0.164 -0.096 0.2589
H -1.31963 -4.08757 1.09954 -0.094 -0.102 -0.313 0.2673
C -2.24212 0.40750 0.16815 -9.808 3.099 -1.000 0.4436
O -3.35897 0.76872 0.04372 6.742 -2.186 0.632 -0.2329
O -2.54645 2.51330 4.53862 1.332 -1.072 -0.600 -0.8314
S -1.30686 1.77310 4.60938 -0.280 1.168 0.915 2.2402
O -0.08135 2.47511 4.90128 -0.902 -0.989 -0.789 -0.8440
N -1.06692 0.79206 3.11875 -0.051 -1.078 -0.838 -0.7270
C -1.24031 -0.47146 3.42608 0.152 1.840 1.064 0.1075
S -1.02345 -1.69823 2.24788 0.147 0.529 -1.795 0.1345
C -1.50581 -0.82170 4.80053 0.142 -0.213 0.167 -0.1023
C -1.64806 -2.10356 5.33711 0.003 0.224 -0.056 -0.1515
C -1.80241 -2.22319 6.71290 -0.085 -0.019 0.070 -0.1672
C -1.86397 -1.07623 7.51568 0.024 0.134 -0.110 -0.1047
C -1.75249 0.21567 6.97111 0.175 0.343 -0.685 -0.1291
C -1.52276 0.31427 5.60067 -0.316 -0.359 0.699 -0.3009
H -1.63634 -2.96629 4.67468 -0.006 0.019 0.277 0.2346
H -1.89260 -3.21458 7.16313 0.012 0.395 -0.104 0.2650
H -1.99876 -1.18070 8.59012 -0.014 0.015 -0.211 0.2677
H -1.83496 1.12924 7.55862 0.071 -0.380 0.128 0.2713